# 1
This record from OMol25 describes a gas-phase ion, NO5P (charge -2) in a non-equilibrium geometry. The level of theory is wB97M-V/def2-TZVPD.

HOMO-LUMO gap in Eh: 0.2343
SMILES string: O=[N+]([O-])P(=O)([O-])[O-]
Net charge: -2
HOMO in eV: 0.795
Energy relative to the best compared isomer or geometry (same formula, charge and spin) in kJ/mol: 362.0

Last column: Mulliken charge in e.
Element x y z (Å)
O  1.320  -1.269  0.566  -0.596
N  0.361  -0.489  0.654  0.788
O  -0.343  -0.506  1.729  -0.573
P  -0.227  0.659  -0.517  0.781
O  -1.282  1.472  0.149  -0.663
O  -0.877  -0.706  -1.887  -1.044
O  1.004  1.338  -0.994  -0.693

Forces on atoms 1 to 3 (eV/Å):
-0.94 1.29 -0.54
-0.07 -3.23 5.08
1.56 -0.15 -2.01



# 2
This record from OMol25 describes 15 unconnected molecules or ions with the total composition C30H95N5O15 in a non-equilibrium geometry. The level of theory is wB97M-V/def2-TZVPD.

HOMO-LUMO gap (alpha / beta) in Eh: 0.2870 / 0.0784
Net charge: +1
Spin multiplicity: 2
HOMO (alpha / beta) in eV: -10.496 / -10.496

Last column: Löwdin spin population.
Element x y z (Å)
C  0.392  -4.892  -4.942  0.000
C  0.078  -4.449  -3.444  0.000
C  -0.016  -5.622  -2.393  0.000
O  0.093  -5.178  -1.016  0.000
C  -0.208  -6.245  -0.138  0.000
N  1.221  -3.539  -3.110  0.000
H  -0.275  -5.618  -5.405  0.000
H  1.398  -5.300  -5.043  0.000
H  0.414  -4.029  -5.607  0.000
H  -0.825  -3.866  -3.263  0.000
H  0.760  -6.349  -2.631  0.000
H  -1.016  -6.046  -2.482  0.000
H  -0.240  -5.863  0.883  0.000
H  0.472  -7.088  -0.259  0.000
H  -1.241  -6.561  -0.290  0.000
H  1.079  -2.721  -3.685  0.000
H  1.281  -3.215  -2.155  0.000
C  -7.807  -0.854  -1.782  0.000
C  -6.968  -2.100  -1.338  0.000
C  -5.434  -1.897  -1.674  0.000
O  -4.749  -3.134  -1.456  0.000
C  -3.348  -3.141  -1.668  0.000
N  -7.209  -2.262  0.114  0.000
H  -7.836  -0.739  -2.865  0.000
H  -7.163  -0.008  -1.544  0.000
H  -8.793  -0.798  -1.321  0.000
H  -7.475  -2.939  -1.815  0.000
H  -5.006  -1.163  -0.991  0.000
H  -5.196  -1.613  -2.699  0.000
H  -3.017  -4.145  -1.404  0.000
H  -2.815  -2.453  -1.011  0.000
H  -3.038  -2.739  -2.632  0.000
H  -6.890  -3.145  0.487  0.000
H  -6.662  -1.542  0.565  0.000
C  -0.760  4.637  6.621  0.038
C  -1.648  4.163  5.361  0.126
C  -1.419  2.630  5.173  0.111
O  -1.568  1.777  6.294  0.221
C  -2.885  1.496  6.685  0.030
N  -2.971  4.579  5.521  0.373
H  -1.015  4.142  7.557  0.001
H  -0.815  5.716  6.763  0.002
H  0.301  4.566  6.383  0.002
H  -1.522  4.774  4.467  0.009
H  -0.420  2.312  4.877  0.011
H  -2.056  2.416  4.315  0.009
H  -3.242  2.367  7.234  0.019
H  -2.894  0.540  7.209  0.005
H  -3.522  1.421  5.804  0.002
H  -3.503  4.411  4.680  0.014
H  -3.396  4.093  6.298  0.009
C  -2.278  1.696  -4.359  0.000
C  -0.738  1.509  -4.481  0.000
C  -0.276  0.714  -5.696  0.000
O  -1.193  -0.370  -6.011  0.000
C  -1.108  -1.434  -5.039  0.000
N  -0.028  2.789  -4.417  0.000
H  -2.823  0.752  -4.338  0.000
H  -2.672  2.310  -5.168  0.000
H  -2.633  2.171  -3.445  0.000
H  -0.464  1.094  -3.511  0.000
H  0.776  0.479  -5.536  0.000
H  -0.147  1.238  -6.643  0.000
H  -1.444  -2.347  -5.532  0.000
H  -1.694  -1.105  -4.181  0.000
H  -0.131  -1.614  -4.590  0.000
H  -0.118  3.210  -5.331  0.000
H  0.979  2.709  -4.404  0.000
C  1.666  0.253  -1.543  0.000
C  0.792  -0.118  -0.330  0.000
C  0.150  1.223  0.224  0.000
O  -0.718  1.051  1.379  0.001
C  -0.079  0.683  2.584  0.003
N  -0.059  -1.228  -0.788  0.000
H  2.355  -0.555  -1.789  0.000
H  2.186  1.158  -1.229  0.000
H  1.080  0.508  -2.426  0.000
H  1.483  -0.455  0.442  0.000
H  -0.450  1.639  -0.585  0.000
H  0.953  1.903  0.509  0.000
H  -0.902  0.743  3.296  0.001
H  0.754  1.338  2.838  0.000
H  0.230  -0.362  2.544  0.000
H  -0.742  -1.561  -0.122  0.000
H  0.389  -2.133  -0.831  0.000
C  0.379  4.433  -1.780  0.000
O  -0.971  4.316  -2.103  0.000
H  0.970  4.869  -2.585  0.000
H  0.523  5.012  -0.868  0.000
H  0.870  3.492  -1.531  0.000
H  -0.913  3.817  -2.921  0.000
C  3.013  1.678  5.392  0.000
O  2.324  1.109  6.530  0.000
H  2.388  2.039  4.575  0.000
H  3.585  2.597  5.522  0.000
H  3.680  0.960  4.914  0.000
H  3.015  1.210  7.189  0.000
C  -3.520  1.274  -0.275  0.000
O  -3.234  0.578  0.925  0.001
H  -4.552  1.053  -0.546  0.000
H  -3.338  2.348  -0.319  0.000
H  -2.838  1.053  -1.095  0.000
H  -2.315  0.770  1.126  0.000
C  1.071  4.627  2.711  0.000
O  2.501  4.326  2.606  0.000
H  0.847  4.810  3.762  0.000
H  0.890  5.476  2.051  0.000
H  0.505  3.778  2.328  0.000
H  2.977  4.822  3.276  0.000
C  3.552  -4.339  -0.911  0.000
O  2.407  -3.853  -0.172  0.000
H  3.241  -4.582  -1.927  0.000
H  4.341  -3.589  -0.858  0.000
H  3.989  -5.266  -0.538  0.000
H  1.696  -4.476  -0.339  0.000
C  4.378  1.891  1.272  0.000
O  5.646  1.324  1.662  0.000
H  3.575  1.440  1.855  0.000
H  4.377  2.980  1.310  0.000
H  4.249  1.461  0.279  0.000
H  5.674  0.377  1.509  0.000
C  0.311  -1.175  6.402  0.003
O  1.449  -1.527  5.811  0.006
H  -0.402  -1.991  6.282  0.000
H  0.392  -0.900  7.454  0.000
H  -0.116  -0.290  5.931  0.001
H  2.067  -0.838  6.065  0.000
C  4.201  -1.923  2.211  0.000
O  5.117  -1.442  1.250  0.000
H  4.808  -2.271  3.047  0.000
H  3.524  -1.115  2.487  0.000
H  3.633  -2.805  1.915  0.000
H  4.887  -1.944  0.465  0.000
C  4.176  -1.011  -4.672  0.000
O  4.789  -0.501  -3.503  0.000
H  4.784  -0.928  -5.573  0.000
H  3.983  -2.049  -4.401  0.000
H  3.273  -0.425  -4.843  0.000
H  5.728  -0.584  -3.682  0.000
C  4.227  2.831  -2.907  0.000
O  3.235  2.726  -3.871  0.000
H  4.867  3.697  -3.075  0.000
H  3.836  2.850  -1.889  0.000
H  4.896  1.978  -3.018  0.000
H  3.635  3.148  -4.634  0.000

Forces on atoms 1 to 3 (eV/Å):
-0.49 0.08 0.87
1.45 0.05 0.91
0.05 0.98 -0.76



Number 1: E_tot -772.2134 Ha. Number 2: E_tot -2601.6681 Ha.